A molecular structure, C16H37FeNSi4Te. Source: OMol25; level of theory: ωB97M-V with the def2-TZVPD basis set.

Last column: Mulliken spin population.
Cartesian coordinates (Å):
1 C -0.63 0.69 -5.51  -0.0500
2 C 0.78 0.73 -5.15  0.1281
3 C 0.91 1.32 -3.87  0.0427
4 C -0.39 1.66 -3.38  0.1132
5 C -1.36 1.28 -4.40  0.0040
6 Fe -0.55 -0.36 -3.86  3.0719
7 N -2.30 -0.46 -3.04  0.7791
8 C 0.05 -2.18 -4.47  -0.1179
9 C 1.37 -1.87 -4.16  0.2730
10 H 1.84 1.59 -3.38  0.0121
11 H 1.60 0.48 -5.81  0.0068
12 H -0.61 2.25 -2.51  0.0267
13 H -2.40 1.53 -4.39  0.0391
14 H -1.04 0.39 -6.46  0.0060
15 H 2.07 -1.45 -4.85  -0.0254
16 H -0.51 -2.89 -3.88  0.0153
17 H -2.78 -1.26 -3.58  0.0044
18 H 1.81 -2.17 -3.23  -0.0221
19 H -0.40 -2.08 -5.45  0.0223
20 C 0.05 3.39 0.75  -0.0019
21 Si -0.91 2.05 1.65  0.0055
22 C -0.82 2.33 3.51  0.0125
23 C -2.71 2.07 1.08  0.0029
24 Si 0.00 -0.04 1.06  0.1703
25 Te -0.44 -0.91 -1.48  0.3677
26 Si 2.25 -0.13 1.74  0.0245
27 C 2.43 0.04 3.61  0.0309
28 C 2.97 -1.78 1.20  0.0158
29 C 3.17 1.27 0.88  0.0092
30 Si -1.15 -1.69 2.27  -0.0016
31 C -1.05 -1.45 4.14  0.0278
32 C -2.96 -1.65 1.74  0.0010
33 C -0.41 -3.37 1.83  0.0131
34 H -0.50 4.33 0.84  0.0004
35 H 0.18 3.16 -0.32  0.0047
36 H 1.05 3.54 1.19  -0.0002
37 H -1.23 3.33 3.72  -0.0006
38 H -1.42 1.61 4.08  -0.0006
39 H 0.21 2.30 3.90  -0.0008
40 H -2.80 1.76 0.03  -0.0004
41 H -3.35 1.42 1.69  0.0001
42 H -3.09 3.10 1.17  0.0007
43 H 1.97 -0.79 4.16  -0.0018
44 H 3.51 0.05 3.84  0.0006
45 H 2.00 0.98 3.99  -0.0032
46 H 2.78 -1.98 0.13  -0.0058
47 H 4.06 -1.75 1.35  0.0018
48 H 2.57 -2.63 1.77  0.0000
49 H 2.96 1.28 -0.20  -0.0038
50 H 2.91 2.26 1.29  0.0006
51 H 4.25 1.11 1.01  0.0016
52 H -1.50 -0.51 4.47  -0.0031
53 H -1.61 -2.27 4.61  0.0003
54 H -0.02 -1.49 4.52  -0.0024
55 H -3.06 -1.64 0.65  0.0037
56 H -3.44 -2.55 2.12  0.0012
57 H -3.49 -0.78 2.13  0.0005
58 H -0.33 -3.50 0.74  -0.0005
59 H 0.58 -3.52 2.27  -0.0012
60 H -1.08 -4.14 2.22  0.0012

As for the expectation value of S²: 8.8585. The total charge is -1. Its spin multiplicity is 6. Its HOMO energy (alpha / beta) is -0.0871 / -0.1199 hartree. As for the frontier orbital gap (alpha / beta): 5.18 / 6.04 eV. Its calculated total energy is -3376.193099 a.u.